Here is a 2-piece molecular cluster, C6H7N overall at a distorted geometry from the Open Molecules 2025 dataset. Energies are from ωB97M-V/def2-TZVPD.

Geometry (Å):
1 N -2.462 -0.780 -0.986
2 C 0.302 -0.339 -1.051
3 C -0.333 -0.182 0.209
4 C 0.461 0.364 1.349
5 C 1.407 1.348 1.104
6 C 2.053 0.390 0.319
7 C 1.613 -0.140 -0.860
8 H -3.089 -1.525 -1.283
9 H -3.164 -0.144 -0.727
10 H -1.388 -0.391 0.059
11 H 0.561 -0.407 2.261
12 H 1.318 2.401 0.950
13 H 3.014 0.022 0.622
14 H -0.292 -0.618 -1.966

Output
orbital gap: 4.8 eV
HOMO: -7.112 eV
LUMO: -2.326 eV
M: 93.129 g mol⁻¹



Here is an isolated molecule of C6H7N at a distorted geometry from the Open Molecules 2025 dataset. Energies are from ωB97M-V/def2-TZVPD.

Geometry (Å):
1 C 1.658 -0.845 -1.705
2 C 0.479 -1.083 -1.109
3 C 0.010 -0.420 0.115
4 C 0.621 0.614 0.878
5 C -0.382 1.251 1.549
6 N -1.575 0.710 1.176
7 C -1.357 -0.258 0.238
8 H 1.909 -1.357 -2.620
9 H 2.196 0.009 -1.304
10 H -0.299 -1.619 -1.646
11 H 1.652 0.912 0.942
12 H -0.357 2.063 2.252
13 H -2.470 0.755 1.631
14 H -2.085 -0.730 -0.395

Output
orbital gap: 9.0 eV
HOMO: -7.984 eV
LUMO: 0.980 eV
M: 93.129 g mol⁻¹



Here is an isolated molecule of C6H7N from the Open Molecules 2025 dataset. Energies are from ωB97M-V/def2-TZVPD.

Geometry (Å):
1 C 2.006 0.082 -0.191
2 C 0.513 0.033 -0.015
3 C -0.677 -0.186 -0.980
4 C -1.584 0.532 0.007
5 C -1.366 -0.945 0.107
6 N -0.181 -0.788 1.038
7 C -0.393 0.682 0.972
8 H 2.400 1.037 -0.570
9 H 2.375 -0.699 -0.865
10 H 2.450 -0.094 0.791
11 H -0.752 -0.332 -2.049
12 H -2.448 1.141 -0.225
13 H -2.102 -1.747 0.114
14 H -0.241 1.284 1.865

Output
orbital gap: 9.7 eV
HOMO: -8.497 eV
LUMO: 1.207 eV
M: 93.129 g mol⁻¹



ΔE to the lowest compared entry with this formula, charge and spin, respectively: 298.26 31.45 113.98 kcal/mol.